Below is a structure of composition C46H78GeN5PdSSe at a distorted geometry, with properties calculated with ωB97M-V with the def2-TZVPD basis set.

Computed properties:
HOMO (spin up / spin down) (eV): -2.6 / -2.6
Energy (eV): -192595.4730
LUMO level (spin up / spin down) (eV): 2.046 / 2.044
Orbital gap (spin up / spin down) (eV): 4.67 / 4.67
Charge: -1

```
133
Properties=species:S:1:pos:R:3:forces:R:3
Pd -0.001262 1.587763 0.107923 0.5 1.6 -0.7
C -2.652140 2.970016 1.681794 -0.2 0.0 0.2
C -3.199236 1.591543 2.065111 0.1 -0.1 -0.1
C -3.199409 0.641664 0.858765 -0.3 0.4 0.4
C -2.527988 1.015674 3.309029 -0.2 0.0 -0.1
C -3.344076 0.825900 4.422857 -0.1 0.0 0.0
C -2.863949 0.349685 5.633236 0.1 0.1 -0.2
C -1.502892 0.150521 5.750705 0.0 0.0 0.0
C -0.631981 0.346357 4.677456 0.1 0.1 -0.1
C 0.852914 0.370883 5.058945 -0.1 -0.1 -0.1
C 1.123457 1.497184 6.064282 0.0 0.0 0.0
C 1.355465 -0.961501 5.620353 0.0 -0.1 0.0
C -1.161669 0.669923 3.386482 0.2 0.0 0.7
N -0.391413 0.694151 2.207722 0.7 -1.2 -0.8
C 0.491808 -0.301360 2.073931 -0.5 0.3 0.7
C 1.644583 -0.392175 1.247825 0.7 0.2 -0.9
N 2.113684 0.477654 0.359943 -0.9 -0.8 0.8
C 3.357864 0.178735 -0.238788 0.0 -0.1 0.2
C 4.576818 0.422077 0.423640 0.1 0.1 0.0
C 5.766576 0.027900 -0.193816 -0.1 0.1 0.0
C 5.791098 -0.544412 -1.453648 -0.1 0.0 0.0
C 4.591131 -0.712731 -2.126965 0.0 0.0 0.1
C 3.379139 -0.364062 -1.538731 -0.1 0.0 -0.2
C 2.094372 -0.538776 -2.330126 0.1 0.1 -0.1
C 2.011573 -1.884889 -3.061486 0.0 0.1 -0.1
C 1.940856 0.604697 -3.346228 0.0 0.0 0.1
C 4.723106 1.132515 1.765369 -0.1 -0.1 0.0
C 3.721730 2.252560 2.055226 0.0 0.0 0.0
C 4.764434 0.126026 2.921565 0.0 0.0 0.1
H -3.281599 3.421064 0.906760 0.0 -0.1 0.2
H -1.631294 2.908576 1.303203 0.0 0.0 0.0
H -2.651570 3.643292 2.542455 0.0 0.0 0.0
H -4.240950 1.736591 2.352936 -0.1 0.0 0.1
H -2.251358 0.705104 0.325121 -0.5 0.4 0.4
H -4.003328 0.908541 0.163091 0.0 0.0 0.0
H -3.337054 -0.398651 1.164899 0.0 0.1 0.0
H -4.398725 1.058996 4.329106 0.0 0.0 0.0
H -3.531150 0.186244 6.471452 0.0 0.0 0.0
H -1.087829 -0.124246 6.716081 0.0 0.0 -0.1
H 1.445753 0.591499 4.180216 0.0 0.0 -0.3
H 0.668546 1.280440 7.036376 0.0 0.0 -0.1
H 0.720498 2.444426 5.702257 0.0 0.0 0.0
H 2.201628 1.618729 6.213102 -0.1 0.0 0.0
H 0.825985 -1.228923 6.539984 0.0 0.0 0.0
H 2.421462 -0.894553 5.856655 0.0 0.0 0.0
H 1.216884 -1.777006 4.906076 0.0 0.0 0.0
H 0.350072 -1.193671 2.681507 0.2 0.0 0.4
H 2.206446 -1.322835 1.412907 0.1 0.0 0.1
H 6.701662 0.211888 0.328909 -0.1 0.0 0.0
H 6.729770 -0.830040 -1.914138 0.0 0.0 0.0
H 4.591743 -1.132765 -3.128297 0.0 0.0 0.0
H 1.258490 -0.462771 -1.637119 0.0 0.0 0.1
H 2.552120 -1.852533 -4.014166 0.0 0.0 0.1
H 0.967858 -2.127576 -3.286791 0.1 0.0 0.0
H 2.437489 -2.695876 -2.469194 0.0 0.0 0.0
H 2.809286 0.643956 -4.011855 0.0 0.0 0.0
H 1.856197 1.569221 -2.837508 0.0 -0.1 0.0
H 1.043231 0.453723 -3.958259 0.1 0.0 0.1
H 5.707942 1.602576 1.718732 0.1 0.0 0.0
H 2.826586 1.866668 2.534407 -0.2 0.0 0.0
H 3.397572 2.782460 1.159380 0.0 0.0 0.0
H 4.173071 2.981137 2.735131 0.0 -0.1 0.0
H 3.815689 -0.413311 2.984296 0.0 0.0 0.0
H 4.923705 0.643352 3.874624 0.0 0.0 -0.1
H 5.566286 -0.606041 2.787888 0.0 0.0 0.0
C 0.133346 -7.329001 -1.493390 0.0 0.0 0.0
C 0.655165 -6.831776 -0.145189 0.0 0.0 -0.1
C 0.206197 -5.411894 0.188640 0.0 0.0 0.0
C 0.849746 -4.356424 -0.710431 -0.1 0.2 0.1
N 0.366214 -3.012629 -0.459246 0.2 -0.2 0.0
C -0.768873 -2.461251 -0.938320 0.0 0.0 0.1
S -1.178264 -0.888949 -0.530371 0.5 -1.1 -0.6
N -1.536204 -3.270502 -1.705246 -0.2 0.0 -0.1
C -2.843295 -2.922858 -2.252829 0.2 0.0 0.1
C -3.986837 -3.734485 -1.653501 0.0 0.0 0.1
C -4.471424 -3.268906 -0.278103 0.1 0.0 0.1
C -3.509987 -3.524974 0.883432 0.0 0.0 -0.1
H 0.393900 -8.376070 -1.656443 0.0 0.0 0.0
H 0.546763 -6.759142 -2.328442 0.0 0.0 0.0
H -0.957519 -7.248726 -1.537725 0.0 0.0 0.0
H 1.749421 -6.879791 -0.133202 0.0 0.0 0.0
H 0.305952 -7.503143 0.641921 0.0 0.0 0.0
H 0.456996 -5.170052 1.223508 0.0 0.0 0.0
H -0.884890 -5.343844 0.113749 0.0 0.0 0.0
H 0.711215 -4.599188 -1.767274 0.0 0.0 -0.1
H 1.926341 -4.350532 -0.539679 0.1 0.0 0.0
H 0.919914 -2.379657 0.100837 0.0 0.0 0.0
H -1.276939 -4.241510 -1.759252 0.0 0.0 -0.1
H -2.812039 -3.066092 -3.334892 0.0 0.0 -0.1
H -2.993194 -1.860991 -2.064783 0.0 0.0 0.0
H -3.701569 -4.795249 -1.608023 0.0 0.0 0.0
H -4.823551 -3.670871 -2.355804 0.0 0.0 0.0
H -5.418687 -3.774693 -0.068962 0.0 0.0 0.0
H -4.691479 -2.196709 -0.330996 0.0 -0.1 0.0
H -3.248531 -4.588047 0.945842 0.0 0.1 0.0
H -3.970213 -3.240262 1.832487 0.0 0.0 0.0
H -2.590965 -2.942346 0.788321 -0.1 0.0 0.0
C -3.712628 2.082176 -5.156134 -0.1 0.0 0.1
Ge -1.788760 1.833431 -5.393865 0.0 -0.1 -0.1
C -1.296128 2.509520 -7.164660 0.0 0.1 -0.1
C -1.388306 -0.080209 -5.318508 0.1 -0.1 0.0
C -0.785328 2.777264 -4.013254 0.3 0.1 0.1
Se -1.077654 1.882100 -2.295278 -0.6 -0.3 0.4
C -2.701512 2.879781 -1.830083 0.1 0.0 0.0
H -4.232423 1.767526 -6.064820 0.0 0.0 0.1
H -3.959787 3.127767 -4.957697 0.0 -0.1 0.0
H -4.071356 1.477114 -4.319683 0.0 0.1 -0.1
H -1.890988 2.011428 -7.935208 0.1 0.0 0.0
H -0.238843 2.317972 -7.364460 -0.1 0.0 0.0
H -1.470503 3.586278 -7.234617 0.0 -0.1 0.0
H -2.230761 -0.657724 -5.709261 0.1 0.0 0.0
H -1.216759 -0.370043 -4.277777 0.0 0.0 -0.1
H -0.498792 -0.320468 -5.907335 -0.1 0.0 0.1
H -1.071055 3.823049 -3.906295 0.0 0.0 -0.1
H 0.283386 2.745009 -4.235591 -0.1 0.0 0.1
H -3.568450 2.223820 -1.854605 0.0 0.0 0.0
H -2.831661 3.692098 -2.541268 0.0 0.0 0.0
H -2.567300 3.284047 -0.829737 0.1 0.0 -0.2
C 0.487900 3.537130 3.149539 0.0 0.1 -0.1
C 0.725527 4.254305 1.854458 0.0 -0.1 -0.3
C 1.138449 5.571337 1.765366 0.1 0.1 -0.1
C 1.256318 5.862838 0.384805 0.0 0.0 0.2
C 0.904348 4.708386 -0.289510 0.0 -0.2 0.3
C 0.903550 4.579574 -1.780908 0.0 0.0 0.1
N 0.573470 3.704215 0.596334 0.1 0.6 0.1
H 1.131068 3.970826 3.920363 0.0 0.0 0.0
H 0.713484 2.480179 3.069645 0.1 -0.1 0.0
H -0.546436 3.614306 3.500196 0.0 0.0 0.0
H 1.342891 6.225517 2.603451 0.0 0.0 0.0
H 1.572354 6.790267 -0.075861 0.0 0.0 0.0
H 1.452181 5.424383 -2.205283 0.0 0.0 0.0
H -0.104984 4.596594 -2.202127 0.0 0.0 0.0
H 1.383073 3.657564 -2.119559 0.0 0.0 0.0
```
Forces are in eV/Å.